Entry 1:
This record from OMol25 describes a molecular structure, C40H56F9O8P5ReSi in a non-equilibrium geometry. The level of theory is ωB97M-V/def2-TZVPD.

total energy	-139689.055	eV
molar mass	1205.02	g/mol
<S²>	3.780
energy above the lowest of the compared OMol25 structures with the same formula, charge and spin	0.000	eV

ORCA input file:
```
! RIJCOSX wB97M-V def2-TZVPD def2/J DEFGRID3
* xyz 0 4
Re 0.5347 0.0011 0.6564
C 4.4077 2.1446 -0.1106
C 3.3194 2.1078 -1.1824
C 2.5406 3.4218 -1.2026
P 2.1877 0.6287 -1.2500
C 3.2133 -0.8116 -1.8786
C 4.6206 -0.4417 -2.3428
C 2.4977 -1.6369 -2.9469
C 1.2346 1.0448 -2.7614
C 1.9107 1.3210 -3.9532
C 1.2079 1.5679 -5.1184
C -0.1823 1.5351 -5.1095
C -0.8534 1.2808 -3.9271
C -0.1554 1.0389 -2.7409
Si -0.9821 1.0921 -1.0567
C -2.8427 0.7753 -1.3354
C -3.7177 1.8566 -1.4937
C -5.0542 1.6690 -1.8070
C -5.5495 0.3851 -1.9759
C -4.7033 -0.6994 -1.8215
C -3.3534 -0.5250 -1.5060
P -2.1357 -1.8765 -1.3101
C -2.7917 -3.0569 -0.0177
C -4.2418 -2.9130 0.4379
C -2.4745 -4.5239 -0.3182
C -2.2492 -2.8370 -2.9060
C -3.6287 -3.3584 -3.3110
C -1.6695 -2.0211 -4.0568
C -0.8478 2.9776 -0.7958
C -1.1564 3.8906 -1.8108
C -1.1546 5.2548 -1.5823
C -0.8636 5.7402 -0.3132
C -0.5154 4.8592 0.6940
C -0.4646 3.4839 0.4434
P 0.0760 2.2738 1.6899
C -1.3417 2.3323 2.8563
C -2.6137 1.9736 2.0842
C -1.5104 3.6570 3.5979
C 1.6706 2.8896 2.4347
C 1.9889 4.3834 2.3819
C 1.9193 2.3663 3.8497
H 5.0596 2.9945 -0.3271
H 5.0024 1.2405 -0.0642
H 3.9985 2.2868 0.8867
H 3.8207 2.0107 -2.1504
H 1.8703 3.5046 -0.3508
H 1.9416 3.5401 -2.1048
H 3.2471 4.2527 -1.1459
H 3.3414 -1.4377 -1.0084
H 4.6284 0.2089 -3.2202
H 5.1162 -1.3705 -2.6322
H 5.2149 0.0109 -1.5547
H 2.5351 -1.1685 -3.9301
H 1.4586 -1.8313 -2.6902
H 2.9973 -2.6044 -2.9968
H 2.9926 1.3298 -3.9860
H 1.7432 1.7751 -6.0362
H -0.7357 1.7152 -6.0226
H -1.9382 1.2738 -3.9171
H -3.3647 2.8677 -1.3439
H -5.7090 2.5253 -1.9101
H -6.5920 0.2277 -2.2220
H -5.1002 -1.6945 -1.9536
H -2.1611 -2.7743 0.8209
H -4.9364 -3.3342 -0.2925
H -4.5261 -1.8799 0.6262
H -4.3748 -3.4684 1.3697
H -3.2095 -4.9718 -0.9873
H -2.5002 -5.0882 0.6163
H -1.4838 -4.6592 -0.7506
H -1.5828 -3.6862 -2.7278
H -4.2465 -2.5409 -3.6869
H -4.1658 -3.8429 -2.4967
H -3.5254 -4.0842 -4.1219
H -2.3289 -1.1861 -4.3001
H -1.5746 -2.6411 -4.9516
H -0.6896 -1.6138 -3.8172
H -1.3988 3.5253 -2.8018
H -1.3898 5.9410 -2.3863
H -0.8912 6.8036 -0.1134
H -0.2691 5.2536 1.6672
H -1.1438 1.5494 3.5711
H -2.8292 2.7077 1.3057
H -3.4578 1.9599 2.7749
H -2.5451 0.9839 1.6305
H -1.8910 4.4363 2.9379
H -0.5867 4.0083 4.0592
H -2.2447 3.5182 4.3939
H 2.3848 2.3779 1.7869
H 1.3502 4.9593 3.0538
H 1.9219 4.8093 1.3838
H 3.0168 4.5119 2.7285
H 1.2238 2.7988 4.5707
H 2.9285 2.6590 4.1467
H 1.8561 1.2868 3.8951
O 0.5366 -3.9388 0.7342
P 1.7561 -3.0677 0.2112
O 2.5743 -3.7669 -0.7787
O 1.0677 -1.7508 -0.2199
O 2.6309 -2.6816 1.5166
P 3.0691 -1.1873 1.9586
O 3.9807 -1.4399 3.2302
O 3.8507 -0.5266 0.8942
O 1.8044 -0.4440 2.3827
H 0.7993 -4.8311 0.9898
H 3.4708 -1.6570 4.0215
F -2.6776 0.0193 4.3796
C -2.5008 -1.2014 3.8395
F -3.2427 -1.2516 2.7352
F -3.0187 -2.0836 4.6997
C -0.9769 -1.4423 3.4882
O -0.7421 -0.8939 2.2754
C -0.1586 -0.9114 4.7456
F 0.0118 0.4106 4.7269
F -0.8061 -1.1922 5.8873
F 1.0621 -1.4570 4.8571
C -0.7284 -2.9971 3.5395
F -0.8948 -3.5178 4.7660
F 0.5186 -3.2844 3.1779
F -1.5690 -3.6490 2.7293
*
```

Mulliken population analysis, charges in e, atoms 1 to 6: 1.419, -1.440, 0.522, -2.088, 1.069, 1.704


Entry 2:
This record from OMol25 describes a molecular structure, C40H56KNO5S5Si in a non-equilibrium geometry. The level of theory is ωB97M-V/def2-TZVPD.

total energy	-132503.752	eV
molar mass	858.41	g/mol
energy above the lowest of the compared OMol25 structures with the same formula, charge and spin	0.502	eV

ORCA input file:
```
! RIJCOSX wB97M-V def2-TZVPD def2/J DEFGRID3
* xyz -2 1
K 0.4028 -0.6687 -0.7392
C 1.2397 -1.1445 3.6061
C 1.7844 0.2775 3.5584
C 3.3079 0.2209 3.4647
C 1.3648 1.0327 4.8228
O 1.2082 0.8692 2.3751
Si 1.3362 2.3876 1.6987
S 0.2816 2.4382 -0.0493
O 2.9308 2.8514 1.6403
C 3.9110 2.7538 0.5884
C 3.7315 3.9224 -0.3812
C 3.8209 1.4265 -0.1655
C 5.2653 2.8670 1.2808
O 0.7421 3.3653 2.9204
C 0.7058 4.7713 3.1092
C 0.8708 5.5820 1.8214
C 1.8307 5.1317 4.0818
C -0.6531 5.0831 3.7312
H 1.6710 -1.6868 4.4529
H 1.5034 -1.6681 2.6828
H 0.1516 -1.1304 3.7188
H 3.7174 -0.2077 4.3863
H 3.7129 1.2266 3.3328
H 3.6028 -0.4065 2.6183
H 1.6472 0.4528 5.7062
H 0.2832 1.1967 4.8234
H 1.8485 2.0113 4.8676
H 2.7141 3.9057 -0.7792
H 4.4399 3.8310 -1.2113
H 3.9024 4.8787 0.1287
H 2.9232 1.3947 -0.7842
H 3.7852 0.5734 0.5186
H 4.6862 1.3004 -0.8223
H 5.2894 3.7623 1.9114
H 6.0670 2.9291 0.5389
H 5.4407 1.9890 1.9091
H 1.8823 5.4649 1.4217
H 0.6890 6.6414 2.0295
H 0.1739 5.2285 1.0610
H 2.7751 4.7614 3.6747
H 1.6587 4.6558 5.0528
H 1.8978 6.2162 4.2218
H -1.4405 4.8525 3.0077
H -0.7209 6.1382 4.0187
H -0.8037 4.4568 4.6156
S 2.9136 -1.6055 -2.8456
C 4.2452 -2.3019 -1.9316
C 5.4362 -2.6104 -2.6230
C 6.5301 -3.2211 -2.0237
C 6.4699 -3.5455 -0.6724
C 5.3243 -3.2280 0.0450
C 4.2044 -2.5918 -0.5296
S 2.8343 -2.2276 0.5025
H 5.4724 -2.3554 -3.6763
H 7.4169 -3.4476 -2.6085
H 7.3046 -4.0367 -0.1811
H 5.2647 -3.4692 1.1000
O -0.7166 -2.4326 0.0610
S -0.6311 -3.6640 0.9076
C -2.0711 -4.6840 0.4079
C -2.1160 -5.1320 -1.0543
C -1.9887 -4.0347 -2.1196
C -3.1043 -3.0037 -2.0843
S -2.7288 -1.4135 -2.9108
O -1.8195 -0.6578 -2.0063
C -1.7083 -2.0432 -4.2413
C -2.2854 -2.7590 -5.2829
C -1.4739 -3.2473 -6.2950
C -0.1008 -3.0153 -6.2625
C 0.4646 -2.2858 -5.2275
C -0.3486 -1.7833 -4.2154
C 0.5894 -4.8044 0.2388
C 0.8248 -5.9600 0.9653
C 1.7774 -6.8670 0.5197
C 2.4990 -6.5879 -0.6339
C 2.2752 -5.4125 -1.3409
C 1.3288 -4.5007 -0.8942
H -2.9293 -4.0659 0.6874
H -2.0492 -5.5549 1.0697
H -3.0553 -5.6783 -1.2024
H -1.3058 -5.8418 -1.2226
H -1.9622 -4.5127 -3.0998
H -1.0398 -3.5252 -1.9887
H -3.3173 -2.6574 -1.0694
H -4.0298 -3.3704 -2.5414
H -3.3569 -2.9421 -5.2930
H -1.9095 -3.8165 -7.1078
H 0.5301 -3.4093 -7.0506
H 1.5362 -2.1193 -5.1617
H 0.0824 -1.1941 -3.4110
H 0.2800 -6.1433 1.8879
H 1.9747 -7.7695 1.0874
H 3.2627 -7.2791 -0.9708
H 2.8777 -5.1538 -2.2046
H 1.1906 -3.5739 -1.4326
N -2.0507 0.6320 1.5538
C -2.9001 -0.4371 1.6623
C -2.8066 -1.3568 2.7228
C -3.7331 -2.3756 2.8689
C -4.7920 -2.5207 1.9740
C -4.8899 -1.6190 0.9183
C -3.9650 -0.6006 0.7565
H -1.9818 1.1172 0.6700
H -1.1586 0.6204 2.0392
H -1.9928 -1.2530 3.4293
H -3.6265 -3.0707 3.6943
H -5.5160 -3.3170 2.0935
H -5.7034 -1.7139 0.2055
H -4.0441 0.0875 -0.0808
*
```

Mulliken population analysis, charges in e, atoms 1 to 6: 0.316, -1.094, 1.905, -1.101, -1.950, 1.694